Molecular formula: C6H17N2
Method: DFT, wB97M-V/def2-TZVPD

Properties
LUMO level (eV): -3.30
SMILES string: CC(C)NC[C@@H](C)[NH3+]
Max |F| (Eh/bohr): 0.08885
Total charge: +1
Frontier orbital gap (eV): 10.34
Energy above the lowest of the compared OMol25 structures with the same formula, charge and spin (kcal per mole): 55.1
E (Eh): -348.00305
HOMO energy (eV): -13.6

The geometry in XYZ format:
```
25
C6H17N2, DFT wB97M-V/def2-TZVPD
C -0.32 1.40 2.43
C -0.73 1.52 1.02
C 0.32 2.42 0.35
N -0.84 0.17 0.21
C 0.26 -0.77 0.31
C 0.59 -1.21 -1.17
C 0.67 -2.82 -1.17
N -0.50 -0.70 -2.17
H -0.36 2.29 2.95
H 0.73 1.27 2.66
H -0.88 0.66 3.10
H -1.72 2.01 0.86
H 1.11 2.83 1.02
H 0.82 2.00 -0.48
H -0.16 3.35 -0.04
H -1.78 -0.20 0.66
H 1.17 -0.42 0.83
H 0.00 -1.65 1.02
H 1.56 -0.77 -1.49
H 0.15 -3.28 -1.96
H 1.65 -3.28 -1.41
H 0.43 -3.16 -0.20
H 0.08 -0.07 -2.89
H -0.96 -1.52 -2.77
H -1.29 -0.10 -1.68
```

The molecule's Löwdin atomic charges, reported in e, are given here: C -0.10; C -0.39; C -0.07; N -0.10; C -0.20; C -0.24; C -0.02; N 0.12; H 0.06; H 0.08; H 0.11; H 0.14; H 0.09; H 0.05; H 0.09; H 0.16; H 0.13; H 0.15; H 0.14; H 0.05; H 0.10; H 0.05; H 0.21; H 0.20; H 0.17